{
  "formula": "C5H6F2S",
  "method": "ωB97M-V/def2-TZVPD",
  "homo_ev": -8.99,
  "max_force_ev_per_a": 5.4,
  "orbital_gap_ev": 8.42,
  "e_lumo_ev": -0.57,
  "smiles": "C=C(F)[C@H](C=S)CF",
  "de_lowest_kj_mol": 286.81,
  "elements": ["C", "C", "C", "C", "C", "H", "H", "H", "H", "H", "H", "F", "F", "S"],
  "xyz": [[1.06807, -0.22032, 1.20549], [0.52181, 0.43815, 0.01790], [0.03215, -0.59256, -0.97575], [-0.85984, 1.08552, 0.39301], [-1.07568, 2.34065, 0.45456], [1.76882, -1.01514, 0.91988], [1.74874, 0.65898, 1.92069], [1.26037, 1.07899, -0.46836], [-0.94652, -0.96409, -1.09714], [-0.41322, 2.94738, 0.06367], [-2.12339, 2.64924, 0.62926], [-0.06282, -0.85274, 1.97876], [-1.90623, 0.15906, 0.64274], [1.14422, -1.08880, -2.00829]],
  "forces_ev_per_angstrom": [[1.35, 0.70, 4.06], [-4.56, -0.33, -0.09], [2.73, 0.13, -1.07], [0.82, -3.01, 0.35], [-5.28, -0.49, 1.23], [-0.28, 0.07, 0.40], [-2.50, -2.85, -1.79], [-0.41, 0.17, 0.26], [-1.16, -0.07, 0.56], [3.31, 3.27, -1.32], [0.86, 0.17, 0.06], [2.96, 1.35, -1.33], [1.83, 1.65, -0.42], [0.35, -0.74, -0.90]],
  "lowdin_charge": [-0.12, -0.36, -0.60, -0.28, 0.10, 0.10, 0.20, 0.14, 0.05, 0.02, 0.11, -0.10, 0.00, 0.76]
}